No. 1
{"formula": "C8H7F3N2", "method": "ωB97M-V/def2-TZVPD", "elements": ["C", "C", "C", "C", "C", "C", "C", "C", "N", "N", "F", "F", "F", "H", "H", "H", "H", "H", "H", "H"], "positions_angstrom": [[2.05, -0.74, 2.76], [0.18, -1.14, 1.56], [1.19, -0.30, 1.74], [1.73, 0.74, 0.72], [0.71, 1.39, -0.23], [0.08, 0.46, -1.24], [-1.14, -0.28, -0.91], [-2.57, -0.21, -0.97], [2.78, -1.21, 3.51], [-1.82, -1.37, -1.23], [-3.19, 0.32, -1.99], [-3.43, -0.17, 0.05], [-2.01, -2.10, -2.63], [-0.67, -1.67, 1.27], [2.20, 1.64, 1.27], [2.29, -0.03, 0.09], [-0.12, 1.82, 0.47], [1.17, 2.15, -0.72], [-0.25, 1.07, -2.05], [0.83, -0.36, -1.49]], "e_tot_ha": -717.81682, "orbital_gap_ev": [8.57, 7.80], "e_homo_ha": [-0.3470, -0.3449]}

No. 2
{"formula": "C8H7I3OS", "method": "ωB97M-V/def2-TZVPD", "elements": ["C", "C", "C", "C", "C", "C", "C", "C", "O", "S", "I", "I", "I", "H", "H", "H", "H", "H", "H", "H"], "positions_angstrom": [[1.48, -0.16, -1.21], [0.88, 0.12, 1.09], [0.52, 0.77, -1.58], [-0.09, 1.04, 0.74], [1.67, -0.50, 0.13], [-0.27, 1.36, -0.60], [2.70, -1.52, 0.50], [-3.44, -0.55, 0.08], [-2.31, 2.81, 0.11], [-1.55, 2.47, -1.12], [-4.94, -1.24, -1.24], [-3.99, 1.04, 1.32], [-2.29, -2.06, 1.01], [2.07, -0.63, -1.98], [1.02, -0.13, 2.13], [0.37, 1.03, -2.62], [-0.70, 1.51, 1.49], [2.83, -1.57, 1.57], [2.38, -2.50, 0.15], [3.65, -1.29, 0.03]], "e_tot_ha": -1675.43979, "orbital_gap_ev": [6.78, 6.69], "e_homo_ha": [-0.2939, -0.2951]}

No. 3
{"formula": "C8H7N2O5STi", "method": "ωB97M-V/def2-TZVPD", "elements": ["O", "C", "Ti", "C", "O", "C", "O", "C", "O", "C", "O", "H", "S", "C", "N", "C", "C", "N", "H", "H", "H", "H", "H", "H"], "positions_angstrom": [[2.53, -0.53, -1.19], [1.60, -0.10, -0.60], [-0.22, -0.21, 0.51], [-0.26, 1.39, 1.78], [-0.36, 2.28, 2.51], [-1.19, -0.22, -1.30], [-1.68, -0.22, -2.37], [0.23, -2.41, -0.40], [1.13, -3.11, -0.06], [0.94, 1.39, -0.57], [1.37, 2.38, -1.07], [-0.52, -2.72, -1.21], [-2.19, -1.23, 1.36], [-3.41, -0.03, 1.66], [-4.14, 0.05, 2.78], [-4.96, 1.25, 2.84], [-4.75, 1.86, 1.45], [-3.82, 0.93, 0.82], [-3.94, -0.54, 3.58], [-4.61, 1.92, 3.63], [-6.01, 1.00, 3.03], [-4.32, 2.87, 1.51], [-5.68, 1.91, 0.88], [-3.37, 1.09, -0.08]], "multiplicity": 3, "charge": 1, "e_tot_ha": -2042.04312, "orbital_gap_ev": [6.66, 5.42], "e_homo_ha": [-0.4241, -0.4082]}

No. 4
{"formula": "C8H7N3O2", "method": "ωB97M-V/def2-TZVPD", "elements": ["C", "C", "C", "C", "C", "C", "C", "C", "N", "N", "N", "O", "O", "H", "H", "H", "H", "H", "H", "H"], "positions_angstrom": [[3.37, 0.23, 0.42], [2.58, -0.84, 0.66], [2.74, 1.37, -0.20], [1.23, -0.83, 0.32], [1.43, 1.34, -0.65], [0.64, 0.20, -0.21], [-3.83, -0.05, -0.36], [-2.71, -1.06, -0.22], [-1.38, -0.73, -0.22], [-0.71, 0.40, -0.39], [-3.83, 1.14, 0.14], [-3.10, 1.89, 0.79], [-2.97, -2.22, -0.02], [4.46, 0.12, 0.55], [2.89, -1.81, 1.05], [3.38, 2.28, -0.26], [0.52, -1.61, 0.73], [1.10, 2.25, -1.12], [-4.77, -0.41, -0.83], [-1.03, -1.65, -0.17]], "e_tot_ha": -623.60970, "orbital_gap_ev": [8.47, 7.11], "e_homo_ha": [-0.3564, -0.2959]}

No. 5
{"formula": "C8H7N3O2", "method": "ωB97M-V/def2-TZVPD", "elements": ["C", "C", "N", "C", "O", "C", "C", "C", "C", "N", "C", "N", "O", "H", "H", "H", "H", "H", "H", "H"], "positions_angstrom": [[-1.30, 1.63, -1.34], [-0.18, 1.11, -0.56], [0.72, 1.71, 0.14], [1.25, 2.66, 0.73], [1.88, 3.39, 1.30], [-0.19, -0.46, -0.55], [-1.27, -0.98, 0.41], [-0.93, -1.66, 1.51], [0.46, -1.79, 1.88], [1.44, -1.65, 1.11], [1.20, -1.15, -0.29], [2.10, -1.31, -1.13], [2.89, -1.31, -2.00], [-1.56, 2.67, -0.92], [-2.08, 0.99, -1.32], [-0.88, 1.92, -2.30], [-0.43, -0.71, -1.52], [-2.18, -0.84, -0.10], [-1.76, -2.14, 2.16], [0.81, -2.08, 2.79]], "charge": 2, "e_tot_ha": -622.88164, "orbital_gap_ev": 7.23, "e_homo_ha": -0.6754}

No. 6
{"formula": "C8H7N3O3S", "method": "ωB97M-V/def2-TZVPD", "elements": ["O", "C", "C", "C", "C", "C", "N", "S", "O", "O", "N", "C", "C", "N", "C", "H", "H", "H", "H", "H", "H", "H"], "positions_angstrom": [[0.03, -0.51, -1.58], [-1.04, -0.24, -0.99], [-2.39, -0.39, -1.42], [-3.37, -0.02, -0.66], [-3.12, 0.47, 0.69], [-1.89, 0.67, 1.10], [-0.84, 0.30, 0.25], [0.63, 1.17, 0.12], [0.66, 1.90, -1.10], [0.66, 1.99, 1.32], [2.05, 0.13, 0.16], [2.45, -0.65, 1.23], [3.36, -1.56, 0.74], [3.63, -1.22, -0.59], [2.81, -0.24, -0.90], [-2.54, -0.61, -2.43], [-4.34, -0.18, -1.07], [-3.85, 0.78, 1.38], [-1.55, 1.04, 2.07], [1.94, -0.78, 2.18], [3.82, -2.27, 1.37], [2.89, 0.21, -1.88]], "e_tot_ha": -1097.14401, "orbital_gap_ev": 8.87, "e_homo_ha": -0.3400}

No. 7
{"formula": "C8H7N3S", "method": "ωB97M-V/def2-TZVPD", "elements": ["C", "C", "S", "C", "N", "C", "C", "N", "C", "C", "C", "N", "H", "H", "H", "H", "H", "H", "H"], "positions_angstrom": [[0.29, -2.64, -0.53], [0.73, -1.51, 0.44], [-0.77, -1.21, 1.39], [-1.07, 0.28, 0.55], [-2.08, 1.09, 0.82], [-2.15, 2.17, 0.09], [-1.07, 2.62, -0.72], [0.10, 1.93, -0.70], [0.06, 0.69, -0.20], [1.26, -0.15, -0.14], [2.19, 0.32, 0.82], [2.91, 0.88, 1.51], [-0.33, -2.12, -1.28], [-0.23, -3.52, -0.06], [1.21, -2.90, -1.05], [1.49, -2.02, 0.94], [-3.08, 2.60, 0.33], [-1.30, 3.54, -1.12], [1.83, -0.06, -1.12]], "e_tot_ha": -871.44256, "orbital_gap_ev": 8.74, "e_homo_ha": -0.3211}

No. 8
{"formula": "C8H7N4O2", "method": "ωB97M-V/def2-TZVPD", "elements": ["C", "C", "C", "C", "C", "C", "C", "C", "N", "N", "N", "N", "O", "O", "H", "H", "H", "H", "H", "H", "H"], "positions_angstrom": [[0.66, -3.76, -0.01], [0.78, -2.46, -0.39], [-0.12, -4.07, 1.14], [-0.29, -1.87, 1.68], [0.38, -1.41, 0.54], [0.53, 1.91, -0.73], [-0.54, 1.61, 1.34], [-0.98, 5.25, -2.89], [-0.50, -3.08, 1.92], [0.77, 0.62, -0.75], [-0.09, 2.33, 0.43], [0.39, -0.16, 0.19], [-0.70, 4.68, -1.94], [-1.12, 5.76, -3.88], [1.00, -4.64, -0.54], [1.54, -2.09, -1.10], [-0.44, -5.06, 1.43], [-0.80, -1.13, 2.30], [1.04, 2.50, -1.53], [-0.95, 1.84, 2.28], [-0.54, 3.24, 0.49]], "charge": 1, "e_tot_ha": -678.10664, "orbital_gap_ev": [6.38, 6.21], "e_homo_ha": [-0.4463, -0.4456]}

No. 9
{"formula": "C8H7NNa", "method": "ωB97M-V/def2-TZVPD", "elements": ["Na", "C", "C", "C", "C", "C", "C", "C", "C", "N", "H", "H", "H", "H", "H", "H", "H"], "positions_angstrom": [[2.27, 1.24, 0.59], [-1.33, 0.18, 1.60], [-2.04, 1.13, 0.91], [1.56, -1.47, -0.25], [1.40, -0.74, -1.46], [0.72, -1.26, 0.83], [0.40, 0.21, -1.60], [-0.31, -0.30, 0.72], [-0.45, 0.42, -0.50], [-1.51, 1.28, -0.35], [-1.53, -0.15, 2.62], [-2.89, 1.74, 1.22], [2.36, -2.21, -0.18], [2.08, -0.94, -2.29], [0.85, -1.83, 1.76], [0.28, 0.77, -2.53], [-1.85, 1.93, -1.06]], "charge": 1, "e_tot_ha": -525.92689, "orbital_gap_ev": 7.51, "e_homo_ha": -0.4382}

No. 10
{"formula": "C8H7NO2", "method": "ωB97M-V/def2-TZVPD", "elements": ["O", "C", "C", "O", "C", "C", "C", "C", "C", "C", "N", "H", "H", "H", "H", "H", "H", "H"], "positions_angstrom": [[1.94, 1.30, -2.87], [1.44, 0.76, -1.84], [2.25, -0.37, -1.00], [1.17, -1.42, -0.67], [0.17, -0.82, 0.03], [-0.31, -1.40, 1.29], [-1.52, -0.89, 1.89], [-2.14, 0.25, 1.40], [-1.50, 1.01, 0.36], [-0.36, 0.45, -0.30], [0.12, 0.92, -1.49], [3.09, -0.77, -1.61], [2.53, 0.20, 0.06], [0.11, -2.29, 1.56], [-1.64, -1.37, 2.99], [-2.92, 0.73, 1.95], [-2.00, 1.95, 0.07], [-0.41, 1.77, -1.82]], "e_tot_ha": -514.22491, "orbital_gap_ev": 9.35, "e_homo_ha": -0.3169}

No. 11
{"formula": "C8H7NSe", "method": "ωB97M-V/def2-TZVPD", "elements": ["C", "Se", "C", "C", "C", "C", "C", "C", "C", "N", "H", "H", "H", "H", "H", "H", "H"], "positions_angstrom": [[-1.73, -2.53, -0.90], [-2.25, -0.59, -0.49], [-0.53, 0.07, -0.26], [0.66, -0.53, -0.55], [1.97, -0.02, -0.20], [2.14, 1.29, 0.35], [1.02, 2.05, 0.64], [-0.28, 1.60, 0.53], [-1.33, 2.10, 1.29], [-2.23, 2.42, 1.97], [-1.45, -2.85, 0.06], [-2.63, -3.02, -1.19], [-1.00, -2.54, -1.69], [0.53, -1.58, -1.09], [2.79, -0.68, 0.00], [3.17, 1.68, 0.47], [1.14, 3.13, 1.06]], "e_tot_ha": -2765.12411, "orbital_gap_ev": 7.87, "e_homo_ha": -0.3046}

No. 12
{"formula": "C8H7O4P", "method": "ωB97M-V/def2-TZVPD", "elements": ["C", "C", "C", "C", "C", "C", "C", "C", "O", "P", "O", "O", "O", "H", "H", "H", "H", "H", "H", "H"], "positions_angstrom": [[1.32, -1.53, -0.07], [0.13, -0.89, 0.56], [0.03, -0.85, 1.88], [-0.79, 0.03, 2.54], [-1.54, 0.89, 1.67], [-1.55, 0.77, 0.33], [-0.73, -0.11, -0.24], [-0.51, -0.05, -2.01], [-1.24, -0.68, -2.70], [0.88, 1.21, -2.19], [0.04, 2.49, -2.19], [1.50, 0.97, -3.55], [1.80, 0.99, -1.00], [1.13, -2.12, -0.96], [2.01, -0.75, -0.49], [1.88, -2.04, 0.60], [0.78, -1.53, 2.45], [-0.80, 0.20, 3.57], [-2.23, 1.59, 2.11], [-2.14, 1.41, -0.30]], "charge": -2, "e_tot_ha": -951.38678, "orbital_gap_ev": 5.74, "e_homo_ha": 0.0061}